1.
ORCA calculation (the ωB97M-V functional and the def2-TZVPD basis) on C20H32FN2OPS as an isolated structure in a non-equilibrium geometry.

Structure (XYZ):
```
58
C20H32FN2OPS | the OMol25 dataset | the ωB97M-V functional and the def2-TZVPD basis
C 3.511 -1.688 0.964
C 3.302 -0.452 1.887
C 4.433 0.626 1.757
C 3.940 1.914 0.986
C 4.307 1.779 -0.555
C 3.035 2.120 -1.434
C 2.526 0.850 -2.197
C 0.987 0.761 -2.379
C 0.173 0.771 -1.057
C -1.376 0.952 -1.383
C -2.091 -0.386 -1.183
C -2.466 -0.913 0.062
C -2.274 -0.224 1.417
C -3.533 -0.347 2.394
C -1.906 1.281 1.498
C -3.101 2.261 1.144
C -3.065 -2.298 0.013
P -3.555 -3.311 1.477
O -4.953 -2.928 1.850
C -3.279 -2.970 -1.165
F -3.831 -4.215 -1.163
C -2.952 -2.440 -2.461
N -3.134 -2.985 -3.664
S -2.516 -1.880 -4.709
N -2.016 -0.728 -3.671
C -2.324 -1.124 -2.425
H 2.665 -2.403 1.017
H 3.561 -1.344 -0.088
H 4.474 -2.203 1.162
H 2.288 -0.015 1.762
H 3.346 -0.839 2.930
H 5.329 0.215 1.250
H 4.663 0.961 2.790
H 2.861 2.094 1.141
H 4.508 2.776 1.385
H 5.144 2.470 -0.784
H 4.684 0.758 -0.747
H 2.271 2.629 -0.823
H 3.388 2.861 -2.182
H 2.958 0.911 -3.222
H 2.979 -0.046 -1.734
H 0.662 1.590 -3.045
H 0.758 -0.188 -2.915
H 0.455 1.708 -0.525
H 0.366 -0.093 -0.397
H -1.820 1.821 -0.883
H -1.390 1.204 -2.464
H -1.471 -0.777 1.962
H -4.481 -0.417 1.839
H -3.552 0.497 3.113
H -3.373 -1.235 3.035
H -1.713 1.484 2.576
H -0.966 1.579 1.002
H -3.794 1.671 0.506
H -2.701 3.098 0.539
H -3.648 2.597 2.038
H -3.592 -4.696 1.170
H -2.699 -3.095 2.590
```

Values from the calculation:
2S+1 = 1
charge = 0
E_tot = -49126.543 eV
largest force on an atom = 0.055 hartree/bohr
frontier orbital gap = 8.0 eV
highest occupied orbital energy = -9.0 eV


2.
ORCA calculation (the ωB97M-V functional and the def2-TZVPD basis) on one molecule with the formula C4H7NO.

Structure (XYZ):
```
13
C4H7NO | the OMol25 dataset | the ωB97M-V functional and the def2-TZVPD basis
C 1.835 -0.096 -0.194
C -0.347 -0.676 0.807
C -1.701 -0.037 0.666
O -1.619 0.782 -0.584
C -0.340 0.776 -0.940
N 0.387 -0.023 -0.222
H 2.106 -1.093 0.161
H 2.182 0.634 0.541
H 2.287 0.092 -1.171
H -0.272 -1.757 0.677
H -1.950 0.691 1.455
H -2.550 -0.718 0.552
H -0.017 1.425 -1.747
```

Values from the calculation:
2S+1 = 1
charge = 0
E_tot = -7795.997 eV
largest force on an atom = 0.009 hartree/bohr
frontier orbital gap = 7.2 eV
relative energy (zero: lowest compared OMol25 entry of this formula, charge and spin) = 84.1 kcal per mole
highest occupied orbital energy = -6.3 eV


3.
ORCA calculation (the ωB97M-V functional and the def2-TZVPD basis) on a 2-piece molecular cluster, C7H4F3NS overall in a non-equilibrium geometry.

Structure (XYZ):
```
16
C7H4F3NS | the OMol25 dataset | the ωB97M-V functional and the def2-TZVPD basis
C 0.864 2.242 0.092
C -2.279 -0.641 0.407
C -1.306 0.336 0.420
C -2.108 -1.489 -0.652
C -0.477 0.340 -0.700
C 0.738 1.133 -0.779
C 2.184 -0.464 0.408
N 1.181 3.107 0.747
F 3.357 -0.577 -0.358
F 1.533 -1.638 0.309
F 2.409 -0.260 1.668
S -0.879 -1.052 -1.746
H -3.035 -0.717 1.069
H -1.232 1.080 1.245
H -2.498 -2.433 -0.579
H 1.547 1.035 -1.550
```

Values from the calculation:
2S+1 = 1
charge = 0
E_tot = -27797.807 eV
largest force on an atom = 0.063 hartree/bohr
frontier orbital gap (spin up / spin down) = 7.4 / 7.7 eV
relative energy (zero: lowest compared OMol25 entry of this formula, charge and spin) = 9.1 kcal per mole
highest occupied orbital energy (spin up / spin down) = -8.4 / -9.2 eV


4.
ORCA calculation (the ωB97M-V functional and the def2-TZVPD basis) on a 3-piece molecular cluster, C2H10N2O2 overall in a non-equilibrium geometry.

Structure (XYZ):
```
16
C2H10N2O2 | the OMol25 dataset | the ωB97M-V functional and the def2-TZVPD basis
H -1.029 2.549 -1.023
N -0.811 1.565 -0.946
C -1.085 1.170 0.238
N -1.011 -0.135 0.640
C -1.376 -0.429 2.021
H -1.409 1.883 0.992
H -0.501 -0.802 0.065
H -0.516 -0.593 2.686
H -1.866 0.437 2.444
H -1.929 -1.368 2.035
O 2.003 0.285 -1.661
H 1.969 0.974 -1.010
H 1.390 0.555 -2.321
O 1.457 -2.049 -0.259
H 1.636 -1.145 -0.547
H 1.814 -2.156 0.626
```

Values from the calculation:
2S+1 = 1
charge = 0
SMILES = [H]/N=C/NC.O.O
E_tot = -9311.191 eV
largest force on an atom = 0.029 hartree/bohr
frontier orbital gap = 9.7 eV
relative energy (zero: lowest compared OMol25 entry of this formula, charge and spin) = 8.7 kcal per mole
highest occupied orbital energy = -8.9 eV


5.
ORCA calculation (the ωB97M-V functional and the def2-TZVPD basis) on C9H14N2O as an isolated structure in a non-equilibrium geometry.

Structure (XYZ):
```
26
C9H14N2O | the OMol25 dataset | the ωB97M-V functional and the def2-TZVPD basis
C -1.710 -0.368 0.072
C -3.139 -0.807 -0.173
C -3.464 -1.783 -1.021
C -4.181 0.076 0.451
C -4.135 1.399 -0.198
C 3.762 0.104 1.529
C 3.055 -0.324 0.292
C 2.029 0.725 -0.162
C 3.855 0.144 -0.861
H -1.040 -1.245 0.083
H -1.589 0.212 1.011
H -1.368 0.318 -0.723
H -2.700 -2.412 -1.492
H -4.498 -2.054 -1.262
H -5.209 -0.344 0.356
H -3.965 0.223 1.510
H 3.156 0.013 2.428
H 4.669 -0.498 1.662
H 4.056 1.156 1.484
H 2.800 -1.378 0.247
H 1.300 0.320 -0.886
H 1.538 1.297 0.620
H 2.917 1.791 -1.793
N -4.009 2.399 -0.775
N 3.177 1.399 -0.863
O 4.694 -0.364 -1.536
```

Values from the calculation:
2S+1 = 1
charge = 0
E_tot = -14586.062 eV
largest force on an atom = 0.044 hartree/bohr
frontier orbital gap = 10.3 eV
relative energy (zero: lowest compared OMol25 entry of this formula, charge and spin) = 35.0 kcal per mole
highest occupied orbital energy = -9.8 eV